[1]
47
Properties=species:S:1:pos:R:3:forces:R:3:nbo_charge:R:1 method="wB97M-V/def2-TZVPD" homo_ev=-7.9 lumo_energy_ev=-0.139 gap_ev=7.74
O -2.013 0.656 -3.397 -0.2 -0.6 1.5 -0.63
C 2.486 -1.943 1.141 -0.1 0.5 0.0 -0.03
C 3.069 -1.407 2.047 0.3 0.6 1.0 0.06
N 2.004 -3.850 -0.074 0.1 -1.4 -1.2 -0.40
S 4.826 1.160 4.555 -0.5 -1.2 -0.2 0.42
C -1.835 0.502 -2.171 -0.4 1.7 -2.3 0.66
C 1.765 -2.602 0.093 -1.9 0.7 -0.6 0.20
C 5.305 -0.496 4.915 -0.7 0.3 -0.6 -0.39
C 3.703 0.622 3.336 0.9 0.3 0.3 -0.35
C 4.650 -1.364 4.085 -0.1 -0.3 0.0 -0.23
C 0.166 -0.672 -0.787 -1.4 1.2 -0.1 -0.26
C 3.746 -0.725 3.152 0.1 -0.6 -0.5 -0.17
C -0.957 -0.635 -1.756 1.9 -1.2 2.2 -0.16
C -1.020 -1.944 -2.240 1.0 0.8 0.9 -0.02
C 0.305 -4.010 -1.831 1.7 -0.1 1.2 -0.03
C 0.662 -1.940 -0.677 1.1 0.2 -0.1 0.08
C 1.343 -4.544 -1.098 -1.1 0.8 -0.9 0.14
N -0.017 -2.691 -1.612 -1.7 -0.2 -0.8 -0.30
N -2.379 1.440 -1.310 0.3 -1.8 0.1 -0.44
N -2.347 3.990 -0.204 -0.3 0.7 0.1 -0.47
C 1.828 -5.902 -1.483 -0.6 0.0 -0.2 -0.63
C -1.141 4.666 0.278 -0.7 -0.9 -0.5 -0.40
C -2.566 3.806 -1.678 -0.6 0.3 1.2 -0.22
C -2.090 1.578 0.114 0.9 -0.3 0.3 -0.24
C -4.160 2.606 -0.404 -1.6 0.1 0.5 -0.42
C -3.350 2.495 -1.651 0.2 -0.4 -2.7 -0.06
C -2.923 2.808 0.456 0.1 0.6 0.9 -0.05
H 5.994 -0.736 5.727 -0.3 0.2 -0.4 0.25
H 3.181 1.331 2.722 -0.1 0.2 0.0 0.24
H 4.742 -2.456 4.088 0.2 0.6 0.2 0.24
H 0.563 0.144 -0.206 -0.2 0.2 0.0 0.22
H -1.678 -2.352 -2.984 0.1 -0.2 0.0 0.23
H -0.208 -4.528 -2.623 -0.1 -0.1 0.0 0.22
H 2.902 -5.888 -1.619 0.2 0.0 -0.4 0.23
H 1.271 -6.251 -2.393 0.8 0.2 0.8 0.21
H 1.652 -6.580 -0.669 -0.2 -0.6 0.4 0.22
H -0.256 4.036 0.120 0.3 0.2 0.1 0.16
H -1.228 4.928 1.335 -0.1 -0.1 -0.1 0.20
H -1.023 5.587 -0.291 0.1 0.0 0.0 0.21
H -3.230 4.594 -2.055 0.3 0.1 -0.1 0.19
H -1.652 3.756 -2.267 0.1 -0.1 0.0 0.20
H -0.996 1.743 0.232 -0.7 0.0 0.3 0.20
H -2.389 0.727 0.729 0.1 -0.2 -0.2 0.20
H -4.891 3.470 -0.416 1.1 -0.8 0.1 0.23
H -4.743 1.688 -0.180 0.5 0.4 -0.1 0.22
H -3.909 2.297 -2.595 0.6 -0.1 0.7 0.25
H -3.160 2.886 1.543 0.6 0.4 -0.8 0.22



[2]
131
Properties=species:S:1:pos:R:3:forces:R:3:mulliken_spin:R:1 method="wB97M-V/def2-TZVPD" homo_ev="-1.9 / -1.9" s2=3.79 total_charge=-1 spin_multiplicity=4 lumo_energy_ev="-0.493 / -0.593" gap_ev="1.38 / 1.28"
V -0.312 0.362 -0.154 -0.4 1.8 -2.4 2.01
C 1.622 -6.961 -0.229 0.0 0.1 0.0 0.00
C 2.208 -5.959 0.759 -0.1 0.1 -0.1 0.01
N 1.440 -4.725 0.825 -0.2 -0.1 0.2 0.03
C 1.845 -3.661 0.058 0.0 0.1 0.0 0.20
C 1.191 -2.475 0.022 0.0 0.0 0.0 -0.07
C 1.905 -1.349 -0.694 -0.6 1.2 0.5 -0.02
O 2.892 -1.575 -1.360 0.3 -0.3 -0.2 0.01
O 1.456 -0.134 -0.443 1.7 -1.8 -0.4 -0.04
C -0.005 -2.315 0.796 -0.4 1.1 0.2 0.24
O -0.685 -1.170 0.868 0.5 -2.7 0.7 -0.02
C -0.403 -3.390 1.626 0.2 0.1 -0.4 -0.10
C -1.509 -3.271 2.486 -0.5 0.0 0.4 0.27
C -1.878 -4.326 3.293 0.3 0.3 -0.3 0.00
F -2.927 -4.139 4.124 -0.4 -0.2 0.3 0.00
C -1.237 -5.554 3.286 -0.3 0.6 -0.1 0.09
C -0.118 -5.668 2.435 0.4 -0.4 -0.2 0.07
C 0.312 -4.617 1.642 0.3 0.0 -0.4 -0.04
N -1.701 -6.607 4.111 -0.3 -1.2 0.3 0.01
C -3.084 -7.050 3.880 0.6 0.1 0.0 0.02
C -3.183 -7.958 2.662 -0.5 0.3 -0.1 0.03
N -2.335 -9.165 2.897 -0.8 -2.3 -0.2 0.03
C -0.918 -8.783 3.132 0.6 -0.1 0.1 0.02
C -0.835 -7.771 4.278 -0.3 0.6 -0.1 0.00
H 2.220 -7.875 -0.253 0.0 0.0 0.0 0.00
H 1.603 -6.527 -1.230 0.0 -0.1 0.0 0.00
H 0.595 -7.222 0.043 0.0 0.0 0.0 0.00
H 3.222 -5.694 0.466 0.0 0.0 0.0 0.01
H 2.276 -6.396 1.754 0.1 0.0 0.1 0.00
H 2.757 -3.788 -0.509 0.0 0.0 0.0 0.02
H -2.062 -2.341 2.511 0.0 -0.1 0.0 0.08
H 0.459 -6.577 2.450 0.1 0.0 -0.1 0.05
H -3.738 -6.192 3.757 0.0 0.0 0.0 0.00
H -3.419 -7.597 4.762 -0.1 -0.1 0.2 0.00
H -2.795 -7.442 1.788 0.1 0.0 -0.1 0.00
H -4.197 -8.307 2.465 0.0 0.1 0.0 -0.01
H -2.409 -9.873 2.080 0.2 1.5 1.6 -0.03
H -2.700 -9.685 3.758 0.5 0.8 -1.3 0.00
H -0.556 -8.353 2.205 0.0 0.0 -0.2 0.01
H -0.365 -9.698 3.353 0.0 0.1 0.0 0.01
H 0.200 -7.444 4.392 -0.1 -0.1 0.0 0.00
H -1.122 -8.277 5.200 -0.1 -0.1 0.2 0.00
C -0.859 0.995 3.437 0.0 0.0 -0.1 -0.01
P 0.287 1.190 2.021 0.7 1.1 1.4 0.05
C 1.617 0.083 2.638 0.0 -0.1 -0.2 0.01
C 1.047 2.906 2.209 0.2 0.5 -0.9 -0.03
C 1.838 3.085 3.475 -0.3 -0.7 0.3 0.00
C 1.991 4.296 4.054 -0.5 0.6 -0.5 0.00
C 1.271 5.422 3.576 -0.1 0.4 0.0 0.00
C 0.215 5.214 2.672 0.7 0.0 0.6 0.00
C -0.032 3.994 2.095 -1.0 -0.9 -0.1 -0.01
P -1.701 3.606 1.413 1.2 0.3 0.6 0.03
C -2.769 4.566 2.577 -0.3 -0.1 -0.1 0.00
C -1.907 4.669 -0.069 -0.1 0.0 0.0 0.01
H -0.419 1.454 4.324 0.0 0.0 -0.1 0.00
H -0.987 -0.074 3.605 -0.1 -0.1 0.0 0.00
H -1.830 1.444 3.238 0.0 0.0 0.0 0.00
H 1.858 0.293 3.676 0.0 0.1 0.1 0.00
H 2.512 0.157 2.020 0.0 0.1 0.0 0.00
H 1.248 -0.939 2.576 0.0 -0.1 0.0 0.00
H 2.397 2.250 3.871 0.1 -0.2 0.0 0.00
H 2.656 4.407 4.902 0.1 0.0 0.0 0.00
H 1.452 6.404 3.993 -0.1 0.0 0.0 0.00
H -0.472 6.035 2.484 0.0 0.1 0.0 0.00
H -2.621 5.643 2.473 0.0 0.0 0.1 0.00
H -2.561 4.274 3.609 0.0 0.0 -0.1 0.00
H -3.811 4.334 2.350 -0.1 0.1 0.0 0.00
H -1.494 5.670 0.087 0.0 0.0 0.0 0.00
H -2.976 4.749 -0.276 -0.1 0.1 -0.1 0.00
H -1.436 4.189 -0.925 0.0 0.1 0.1 0.00
Cl -6.586 -1.676 -2.916 0.0 0.0 0.0 0.00
C -4.893 -1.386 -2.588 0.1 -0.1 -0.1 0.00
C -4.531 -0.533 -1.567 0.0 0.2 0.2 0.00
C -3.186 -0.332 -1.332 0.1 0.1 0.2 -0.01
Cl -2.675 0.784 -0.075 -1.3 0.2 0.0 0.00
C -2.140 -0.931 -2.063 0.5 0.1 0.1 0.02
O -0.888 -0.708 -1.825 -0.6 -0.2 0.1 0.03
C -2.587 -1.791 -3.094 0.0 -0.1 -0.1 0.00
Cl -1.373 -2.568 -4.056 -0.1 -0.1 0.0 0.00
C -3.922 -2.018 -3.354 -0.1 -0.1 0.0 0.00
H -5.281 -0.027 -0.972 0.1 0.0 0.0 0.00
H -4.208 -2.687 -4.155 0.0 0.0 0.0 0.00
C 1.999 3.019 0.914 0.0 -0.2 0.3 0.04
C 3.308 3.738 1.124 -0.3 -0.2 0.0 0.00
C 3.447 5.074 0.767 0.1 0.1 0.1 0.00
C 4.649 5.745 0.959 -0.1 -0.1 0.0 0.00
C 5.736 5.084 1.513 0.0 -0.1 0.0 0.00
C 5.613 3.743 1.865 0.0 0.1 0.0 0.00
C 4.411 3.080 1.669 0.0 0.0 -0.1 0.00
H 1.418 3.529 0.150 0.0 -0.1 0.1 0.00
H 2.204 2.026 0.512 0.2 -0.1 -0.1 0.02
H 2.604 5.590 0.320 0.1 -0.1 0.3 0.00
H 4.738 6.785 0.665 0.0 0.0 0.0 0.00
H 6.675 5.601 1.657 0.1 0.0 0.0 0.00
H 6.458 3.212 2.285 0.0 0.0 0.0 0.00
H 4.328 2.029 1.930 0.0 0.1 0.0 0.00
O -0.138 1.998 -1.269 -0.2 -0.5 0.4 -0.06
Si 0.073 2.481 -2.782 0.2 0.2 0.1 0.02
C 1.503 3.711 -2.999 0.1 0.1 0.0 0.00
C 1.711 4.776 -2.111 0.0 0.0 -0.2 0.00
C 2.685 5.741 -2.342 -0.1 0.0 -0.1 0.00
C 3.491 5.658 -3.472 -0.1 -0.1 0.0 0.00
C 3.314 4.607 -4.362 -0.1 0.0 0.1 0.00
C 2.330 3.651 -4.128 0.0 0.0 0.1 0.00
C -1.449 3.418 -3.409 -0.2 0.0 0.0 0.00
C -2.723 2.875 -3.193 0.0 0.0 -0.1 0.00
C -3.873 3.507 -3.651 0.1 0.0 0.0 0.00
C -3.771 4.706 -4.349 0.1 0.0 0.0 0.00
C -2.519 5.263 -4.579 0.0 -0.1 0.1 0.00
C -1.373 4.626 -4.109 0.0 -0.1 0.0 0.00
C 0.392 1.111 -4.022 0.0 -0.2 -0.1 0.01
C -0.272 1.047 -5.252 0.1 -0.1 0.1 0.00
C 0.023 0.047 -6.175 0.1 0.0 0.1 0.00
C 0.986 -0.910 -5.878 0.0 0.1 0.0 0.00
C 1.645 -0.872 -4.655 0.0 0.1 0.0 0.00
C 1.352 0.129 -3.740 0.0 0.0 -0.1 0.00
H 1.097 4.858 -1.220 -0.1 0.0 -0.1 0.00
H 2.815 6.561 -1.642 0.0 -0.1 -0.1 0.00
H 4.255 6.405 -3.654 0.0 0.0 0.0 0.00
H 3.943 4.531 -5.241 0.0 0.0 0.0 0.00
H 2.199 2.839 -4.837 0.0 0.0 0.0 0.00
H -2.817 1.930 -2.666 0.0 0.1 0.0 0.00
H -4.845 3.063 -3.465 0.0 0.0 0.0 0.00
H -4.663 5.200 -4.718 0.0 0.0 0.0 0.00
H -2.434 6.195 -5.126 0.0 0.0 0.0 0.00
H -0.403 5.082 -4.291 -0.1 -0.1 0.0 0.00
H -1.033 1.784 -5.491 0.0 0.0 0.0 0.00
H -0.506 0.011 -7.119 0.0 0.0 0.0 0.00
H 1.217 -1.686 -6.598 0.0 0.0 0.0 0.00
H 2.380 -1.627 -4.401 0.0 0.0 0.0 0.00
H 1.868 0.133 -2.786 0.0 0.1 -0.1 0.01



[3]
84
Properties=species:S:1:pos:R:3:forces:R:3:mulliken_spin:R:1 method="wB97M-V/def2-TZVPD" homo_ev="-15.8 / -15.6" s2=2.35 total_charge=+3 spin_multiplicity=3 lumo_energy_ev="-10.040 / -10.827" gap_ev="5.71 / 4.78"
W -0.466 0.361 0.252 -0.7 -0.1 0.4 1.44
F 1.581 1.920 6.060 0.0 0.0 0.0 0.00
C 0.771 1.753 5.024 0.0 0.0 0.0 0.00
F -0.266 0.996 5.420 0.0 0.0 0.0 0.00
F 0.272 2.952 4.674 0.0 0.1 0.0 0.00
C 1.490 1.131 3.849 0.1 0.0 -0.1 0.03
C 2.631 0.423 4.051 0.0 0.0 0.1 0.02
C 3.502 -0.214 3.105 0.0 0.1 0.0 0.01
C 3.558 0.104 1.796 0.0 0.0 0.0 0.01
N 1.253 0.782 1.420 0.3 0.1 0.0 -0.09
C 0.781 1.087 2.602 -0.1 0.0 0.0 0.03
S -0.962 1.141 2.442 0.0 -0.1 -0.1 0.01
H 2.955 0.354 5.084 0.0 0.0 0.0 0.00
H 4.304 -0.818 3.501 0.0 0.0 0.0 0.00
H 4.420 -0.168 1.196 0.0 -0.1 0.0 0.00
N 2.612 0.820 1.108 0.0 0.1 0.2 0.03
P 0.195 2.532 -0.801 0.2 0.0 -0.2 0.43
C 1.396 3.675 -0.225 0.1 0.0 0.0 0.07
C 2.642 3.867 -0.857 0.0 0.0 0.0 0.04
C 3.544 4.763 -0.321 0.0 0.0 0.0 -0.02
C 3.212 5.482 0.828 0.0 0.0 0.0 0.06
C 1.985 5.300 1.458 0.0 -0.1 0.0 -0.02
C 1.076 4.398 0.939 0.0 0.0 0.1 0.05
C 0.565 1.922 -2.422 0.0 0.0 -0.1 -0.04
C 1.067 2.670 -3.493 0.0 0.0 0.0 0.03
C 1.298 2.056 -4.713 0.0 0.0 0.0 -0.02
C 1.043 0.699 -4.878 0.0 -0.1 0.0 0.07
C 0.535 -0.063 -3.827 0.0 0.1 -0.1 -0.02
C 0.279 0.559 -2.621 0.0 -0.1 0.0 0.17
P 0.190 -1.868 0.743 0.1 0.3 -0.1 -0.17
C 1.808 -2.488 0.433 0.1 -0.1 0.1 -0.07
C 2.395 -3.400 1.326 0.0 0.0 0.0 -0.02
C 3.682 -3.851 1.096 0.0 0.0 0.0 0.01
C 4.388 -3.405 -0.016 0.0 0.0 0.0 -0.04
C 3.818 -2.492 -0.899 0.0 0.0 0.0 0.02
C 2.535 -2.029 -0.675 0.0 0.0 0.0 0.01
C -0.804 -3.046 1.596 -0.1 -0.1 0.0 -0.07
C -1.702 -2.606 2.582 0.0 0.0 0.0 -0.02
C -2.482 -3.525 3.259 0.0 0.0 0.0 0.01
C -2.388 -4.876 2.946 0.0 0.0 0.0 -0.04
C -1.512 -5.319 1.958 0.0 0.0 0.0 0.01
C -0.717 -4.414 1.282 0.0 0.0 0.0 -0.02
H 2.867 1.517 0.425 0.0 0.0 0.0 0.00
H 2.896 3.313 -1.753 0.0 0.0 0.0 0.00
H 4.505 4.914 -0.794 0.0 0.0 0.0 0.00
H 3.919 6.193 1.234 0.0 0.0 0.0 0.00
H 1.741 5.867 2.346 0.0 0.0 0.0 0.00
H 0.118 4.255 1.426 0.0 0.0 0.0 0.00
H 1.264 3.729 -3.375 0.0 0.0 0.0 0.00
H 1.678 2.635 -5.544 0.0 0.0 0.0 0.00
H 1.233 0.229 -5.834 0.0 0.0 0.0 0.00
H 0.339 -1.119 -3.960 0.0 0.0 0.0 0.00
H -0.132 -0.108 -1.836 0.1 0.1 -0.2 0.01
H 1.855 -3.742 2.199 0.0 0.0 0.0 0.00
H 4.136 -4.555 1.781 0.0 0.0 0.0 0.00
H 5.389 -3.774 -0.198 0.0 0.0 0.0 0.00
H 4.371 -2.159 -1.767 0.0 0.0 0.0 0.00
H 2.088 -1.330 -1.374 0.0 0.0 0.0 -0.03
H -1.764 -1.556 2.841 0.0 0.0 0.0 0.01
H -3.157 -3.192 4.036 0.0 0.0 0.0 0.00
H -3.001 -5.593 3.477 0.0 0.0 0.0 0.00
H -1.451 -6.372 1.721 0.0 0.0 0.0 0.00
H -0.041 -4.762 0.511 0.0 0.0 0.0 0.00
C -3.360 2.496 -1.820 0.0 -0.1 0.0 0.01
N -3.795 1.117 -2.035 -0.1 0.0 0.0 0.01
C -4.877 0.932 -3.022 0.1 0.0 0.0 0.00
C -5.633 -0.346 -2.740 0.0 0.0 0.0 0.00
C -4.641 -1.481 -2.634 0.1 0.0 0.0 0.00
N -3.622 -1.164 -1.610 -0.1 0.0 0.0 0.01
C -3.154 -2.271 -0.787 0.0 0.0 0.0 -0.01
C -3.245 0.090 -1.400 0.1 0.3 -0.1 0.01
O -2.290 0.351 -0.532 0.1 -0.3 0.2 0.06
H -2.728 2.829 -2.646 0.0 0.0 0.0 -0.01
H -2.828 2.589 -0.880 0.0 0.0 0.0 -0.01
H -4.243 3.129 -1.778 0.0 0.0 0.0 0.00
H -4.440 0.922 -4.023 0.0 0.0 0.0 0.00
H -5.526 1.802 -2.952 0.0 0.0 0.0 0.00
H -6.343 -0.541 -3.541 0.0 0.0 0.0 0.00
H -6.198 -0.255 -1.810 0.0 0.0 0.0 0.00
H -4.138 -1.663 -3.587 0.0 0.0 0.0 0.00
H -5.121 -2.408 -2.331 0.0 0.0 0.0 0.00
H -2.424 -2.880 -1.324 0.0 0.0 0.0 0.00
H -4.007 -2.896 -0.527 0.0 0.0 0.0 0.00
H -2.721 -1.904 0.135 0.0 0.0 0.0 0.01



[4]
30
Properties=species:S:1:pos:R:3:forces:R:3:nbo_charge:R:1 method="wB97M-V/def2-TZVPD" homo_ev=-10.1 lumo_energy_ev=-0.381 gap_ev=9.73
O 6.068 -25.036 -13.122 0.2 0.1 0.0 -0.96
H 5.208 -24.730 -12.809 0.1 0.0 -0.1 0.48
H 6.406 -24.292 -13.647 -0.4 -0.2 0.3 0.47
O 4.528 -21.377 -14.089 -0.1 0.3 0.3 -0.99
H 5.101 -21.974 -14.592 0.0 0.4 0.4 0.48
H 5.018 -21.103 -13.288 -0.2 -0.5 -0.7 0.49
O 6.135 -21.660 -11.736 0.3 -0.2 0.3 -0.99
H 6.167 -21.870 -10.788 -0.1 0.1 -0.2 0.49
H 6.882 -22.154 -12.105 0.0 0.2 0.0 0.49
O 8.622 -24.176 -8.952 0.0 0.0 -0.1 -0.94
H 8.401 -24.157 -8.016 0.1 0.0 0.0 0.46
H 7.866 -23.764 -9.389 0.1 0.0 0.1 0.48
O 8.979 -22.354 -12.734 0.1 -0.5 0.0 -0.96
H 9.669 -22.491 -12.070 -0.2 0.1 0.0 0.50
H 9.299 -22.827 -13.511 0.0 -0.1 0.1 0.48
O 6.316 -23.202 -15.273 0.2 -0.5 -0.2 -0.95
H 6.041 -24.047 -15.659 0.0 0.2 0.0 0.49
H 7.274 -23.198 -15.343 0.1 0.2 -0.2 0.48
O 8.622 -19.794 -13.749 0.0 -0.5 -0.1 -0.95
H 8.604 -20.736 -13.485 0.1 0.8 0.0 0.48
H 9.022 -19.779 -14.625 -0.1 0.1 0.1 0.46
O 6.141 -22.356 -9.011 -0.1 -0.3 0.3 -0.96
H 6.252 -21.908 -8.163 0.0 0.1 -0.2 0.50
H 5.555 -23.100 -8.820 0.2 0.0 0.0 0.48
O 3.049 -21.681 -9.156 -0.1 0.1 0.1 -0.93
H 3.264 -20.992 -9.795 0.0 -0.1 0.0 0.48
H 3.768 -22.312 -9.230 -0.1 0.1 -0.2 0.45
O 6.278 -18.139 -10.875 -0.1 -0.1 0.2 -0.93
H 5.796 -17.750 -10.137 0.0 0.0 -0.1 0.46
H 6.090 -19.084 -10.823 0.1 0.0 -0.2 0.47



Number 1: DFT total energy -1504.577259 Eh. Number 2: DFT total energy -6144.092794 Eh. Number 3: DFT total energy -3134.302038 Eh. Number 4: DFT total energy -764.367916 Eh.